A:
Formula: C3H8NO3
Source: the OMol25 dataset
Level of theory: ωB97M-V/def2-TZVPD

Calculated values
**SMILES**: [NH3+][C@](O)(C=O)CO
**LUMO energy**: -4.746 eV
**Gap between HOMO and LUMO**: 0.393 Ha

```
! RIJCOSX wB97M-V def2-TZVPD def2/J DEFGRID3
* xyz 1 1
N 0.30 1.05 -1.18
C 0.53 0.05 -0.17
O 1.50 0.63 1.11
C 1.19 -1.23 -0.65
O 1.54 -1.16 -1.80
C -0.68 -0.38 0.63
O -1.83 -0.17 -0.22
H 0.95 0.62 -1.87
H -0.70 1.10 -1.22
H 0.48 2.10 -0.81
H 2.31 0.59 0.53
H 1.21 -2.05 -0.01
H -0.71 0.32 1.50
H -0.59 -1.33 1.05
H -2.60 -0.74 0.04
*
```

Just the Löwdin charges please, in e? Sure, here they are:
1. N 0.2737
2. C -0.3367
3. O -0.0143
4. C -0.1112
5. O 0.1341
6. C -0.1540
7. O -0.0516
8. H 0.1659
9. H 0.1455
10. H 0.2758
11. H 0.0977
12. H 0.1440
13. H 0.1564
14. H 0.1198
15. H 0.1548


B:
Formula: C3H8NO3
Source: the OMol25 dataset
Level of theory: ωB97M-V/def2-TZVPD

Calculated values
**LUMO energy**: -3.162 eV
**Gap between HOMO and LUMO**: 0.428 Ha

```
! RIJCOSX wB97M-V def2-TZVPD def2/J DEFGRID3
* xyz 1 1
O -0.53 -1.46 1.71
C -0.27 -2.43 1.06
O -0.38 -2.44 -0.26
H 0.06 -3.37 1.52
H -0.13 -3.30 -0.62
O 0.20 3.15 -0.87
C 0.57 2.11 -1.33
C 0.33 0.80 -0.66
N -0.36 1.06 0.67
H 1.06 2.06 -2.31
H -0.33 0.21 -1.28
H 1.25 0.25 -0.46
H -0.57 0.16 1.13
H 0.28 1.61 1.25
H -1.19 1.60 0.46
*
```

Just the Löwdin charges please, in e? Sure, here they are:
1. O 0.0659
2. C -0.3304
3. O 0.1146
4. H 0.1608
5. H 0.1307
6. O 0.1098
7. C -0.2305
8. C -0.0943
9. N 0.2028
10. H 0.1436
11. H 0.1407
12. H 0.1441
13. H 0.0972
14. H 0.1752
15. H 0.1698


Least stable: A


A:
Formula: C21H60O9
Source: the OMol25 dataset
Level of theory: ωB97M-V/def2-TZVPD

Calculated values
**SMILES**: CC(C)O.CC(C)O.CC(C)O.CC(C)O.CC(C)O.CC(C)O.CO.CO.CO
**LUMO energy**: 0.403 eV
**Gap between HOMO and LUMO**: 0.364 Ha

```
! RIJCOSX wB97M-V def2-TZVPD def2/J DEFGRID3
* xyz 0 1
C -21.51 -15.07 8.50
C -20.59 -13.97 9.07
C -21.31 -13.14 10.20
O -19.49 -14.83 9.34
H -21.73 -15.98 9.06
H -21.03 -15.36 7.57
H -22.51 -14.75 8.19
H -20.24 -13.35 8.25
H -20.66 -12.41 10.70
H -21.73 -13.73 11.01
H -22.12 -12.54 9.78
H -18.78 -14.73 8.71
C -15.28 -17.45 2.63
C -14.39 -18.47 2.01
C -13.52 -19.22 3.01
O -15.17 -19.44 1.31
H -16.10 -17.03 2.05
H -14.63 -16.64 2.97
H -15.76 -17.84 3.52
H -13.78 -18.03 1.22
H -13.18 -18.68 3.89
H -12.57 -19.49 2.55
H -14.00 -20.12 3.38
H -15.06 -19.27 0.37
C -17.71 -19.99 4.26
C -17.82 -21.30 5.08
C -18.95 -21.26 6.18
O -18.12 -22.32 4.19
H -17.28 -19.17 4.84
H -18.64 -19.70 3.77
H -17.05 -20.15 3.41
H -16.86 -21.52 5.54
H -18.82 -22.06 6.91
H -19.91 -21.23 5.65
H -18.93 -20.35 6.79
H -17.69 -22.14 3.35
C -19.68 -13.62 3.10
C -20.20 -14.85 3.94
C -19.51 -16.10 3.43
O -19.95 -14.78 5.30
H -20.47 -13.32 2.41
H -18.73 -13.68 2.57
H -19.46 -12.85 3.83
H -21.28 -14.92 3.83
H -19.56 -16.23 2.35
H -19.89 -16.98 3.96
H -18.51 -15.92 3.83
H -19.03 -14.77 5.55
C -15.14 -11.67 3.38
C -15.98 -11.38 4.70
C -16.39 -12.70 5.33
O -15.23 -10.57 5.54
H -14.13 -12.02 3.59
H -15.10 -10.78 2.74
H -15.67 -12.39 2.75
H -16.89 -10.86 4.39
H -16.99 -13.34 4.69
H -17.03 -12.50 6.19
H -15.59 -13.27 5.80
H -14.39 -10.96 5.78
C -12.54 -16.53 6.80
C -13.40 -17.00 7.96
C -13.17 -16.33 9.29
O -14.67 -16.49 7.72
H -11.48 -16.46 7.05
H -12.80 -15.52 6.47
H -12.50 -17.09 5.86
H -13.42 -18.09 8.05
H -13.27 -15.25 9.21
H -12.15 -16.49 9.65
H -13.87 -16.66 10.06
H -15.18 -16.88 8.43
C -17.79 -16.84 6.49
O -17.35 -15.55 6.71
H -17.30 -17.17 5.57
H -17.40 -17.50 7.26
H -18.86 -17.01 6.38
H -16.47 -15.67 7.08
C -15.65 -18.89 10.35
O -16.37 -17.88 9.66
H -14.59 -18.94 10.09
H -15.88 -18.83 11.42
H -15.95 -19.90 10.09
H -16.60 -17.26 10.36
C -21.82 -18.12 5.83
O -23.00 -18.71 6.35
H -21.78 -18.12 4.74
H -22.00 -17.12 6.22
H -21.00 -18.62 6.34
H -22.84 -19.44 6.94
*
```

Just the Löwdin charges please, in e? Sure, here they are:
1. C -0.0820
2. C -0.4195
3. C -0.0425
4. O -0.0809
5. H 0.0826
6. H 0.0406
7. H 0.0723
8. H 0.1302
9. H 0.0617
10. H 0.0708
11. H 0.0713
12. H 0.0629
13. C -0.0591
14. C -0.4889
15. C -0.0413
16. O -0.0628
17. H 0.0825
18. H 0.0828
19. H 0.0573
20. H 0.1322
21. H 0.0595
22. H 0.0745
23. H 0.0807
24. H 0.0847
25. C -0.0439
26. C -0.4839
27. C -0.0343
28. O -0.0426
29. H 0.0506
30. H 0.0861
31. H 0.0612
32. H 0.1250
33. H 0.0699
34. H 0.0752
35. H 0.0565
36. H 0.0873
37. C -0.0399
38. C -0.4866
39. C -0.0525
40. O -0.0529
41. H 0.0712
42. H 0.0644
43. H 0.0651
44. H 0.1369
45. H 0.0881
46. H 0.0557
47. H 0.0717
48. H 0.0531
49. C -0.0464
50. C -0.4815
51. C -0.0710
52. O -0.0367
53. H 0.0707
54. H 0.0665
55. H 0.0611
56. H 0.1349
57. H 0.0604
58. H 0.0785
59. H 0.0769
60. H 0.0919
61. C -0.0348
62. C -0.4781
63. C -0.0553
64. O -0.0865
65. H 0.0775
66. H 0.0828
67. H 0.0612
68. H 0.1361
69. H 0.0936
70. H 0.0808
71. H 0.0671
72. H 0.0380
73. C -0.1716
74. O -0.1129
75. H 0.0583
76. H 0.0734
77. H 0.0787
78. H 0.0532
79. C -0.1393
80. O -0.1171
81. H 0.0708
82. H 0.0909
83. H 0.0791
84. H 0.0945
85. C -0.1500
86. O -0.1323
87. H 0.0739
88. H 0.0698
89. H 0.0717
90. H 0.0700


B:
Formula: C21H60O9
Source: the OMol25 dataset
Level of theory: ωB97M-V/def2-TZVPD

Calculated values
**SMILES**: CC(C)O.CC(C)O.CC(C)O.CC(C)O.CC(C)O.CCO.CCO.CO.CO
**LUMO energy**: 0.481 eV
**Gap between HOMO and LUMO**: 0.361 Ha

```
! RIJCOSX wB97M-V def2-TZVPD def2/J DEFGRID3
* xyz 0 1
C 6.41 8.73 11.17
C 6.90 9.90 10.40
C 7.33 9.51 9.03
O 5.79 10.85 10.31
H 7.21 7.97 11.41
H 5.61 8.28 10.58
H 6.00 9.04 12.17
H 7.81 10.44 10.94
H 6.53 9.26 8.41
H 8.02 8.68 9.10
H 7.87 10.25 8.47
H 6.13 11.73 10.11
C 11.59 13.58 8.11
C 10.38 14.18 8.94
C 9.48 15.08 8.12
O 9.51 13.13 9.46
H 12.12 12.84 8.72
H 12.18 14.44 7.91
H 11.33 13.03 7.17
H 10.79 14.67 9.82
H 8.93 15.73 8.80
H 8.78 14.45 7.62
H 9.97 15.68 7.35
H 9.93 12.59 10.18
C 15.17 12.03 11.59
C 15.01 13.49 12.02
C 14.64 14.39 10.80
O 14.08 13.62 13.09
H 15.26 11.38 12.46
H 16.06 12.04 10.96
H 14.26 11.66 11.13
H 16.05 13.76 12.34
H 15.34 14.24 9.98
H 14.59 15.47 11.01
H 13.68 14.01 10.44
H 13.52 14.42 13.00
C 12.77 7.85 8.33
C 11.54 8.30 9.10
C 11.75 7.83 10.53
O 11.46 9.71 9.07
H 13.67 8.17 8.87
H 12.74 8.18 7.31
H 12.73 6.75 8.34
H 10.61 7.92 8.68
H 11.69 6.72 10.66
H 10.94 8.17 11.20
H 12.75 8.15 10.93
H 10.90 10.03 8.28
C 11.16 17.79 11.54
C 12.44 17.22 11.98
C 13.06 18.03 13.08
O 12.36 15.86 12.37
H 10.50 17.84 12.37
H 10.65 17.24 10.75
H 11.36 18.79 11.15
H 13.16 17.19 11.10
H 14.02 17.65 13.46
H 12.38 18.00 13.91
H 13.34 19.07 12.81
H 11.70 15.84 13.11
C 9.54 8.74 15.73
C 10.53 7.67 15.62
O 11.29 8.14 14.46
H 9.24 9.06 14.77
H 9.94 9.69 16.15
H 8.68 8.44 16.33
H 10.11 6.69 15.51
H 11.14 7.53 16.51
H 12.02 7.56 14.42
C 10.89 12.19 13.44
C 10.98 11.05 12.44
O 10.99 11.53 11.13
H 11.47 13.07 13.18
H 11.23 11.90 14.40
H 9.82 12.58 13.47
H 10.11 10.43 12.58
H 11.76 10.48 12.82
H 11.25 10.75 10.59
C 10.99 15.01 15.83
O 10.52 15.58 14.63
H 11.37 15.79 16.55
H 10.17 14.51 16.38
H 11.79 14.31 15.67
H 9.70 16.10 14.78
C 8.72 11.77 5.78
O 9.36 11.19 6.97
H 9.23 11.46 4.86
H 7.70 11.33 5.61
H 8.79 12.89 5.81
H 9.48 11.89 7.65
*
```

Just the Löwdin charges please, in e? Sure, here they are:
1. C -0.0853
2. C -0.5018
3. C -0.0645
4. O -0.0676
5. H 0.0958
6. H 0.0849
7. H 0.0951
8. H 0.1686
9. H 0.0678
10. H 0.0798
11. H 0.0489
12. H 0.0837
13. C -0.0358
14. C -0.4265
15. C -0.0535
16. O -0.1058
17. H 0.0649
18. H 0.0589
19. H 0.0800
20. H 0.1185
21. H 0.0770
22. H 0.0479
23. H 0.0869
24. H 0.0592
25. C -0.0626
26. C -0.4876
27. C -0.0425
28. O -0.0654
29. H 0.0756
30. H 0.0839
31. H 0.0679
32. H 0.1301
33. H 0.0691
34. H 0.0679
35. H 0.0652
36. H 0.0559
37. C -0.0608
38. C -0.4964
39. C -0.0633
40. O -0.0902
41. H 0.0865
42. H 0.0733
43. H 0.0864
44. H 0.1342
45. H 0.0937
46. H 0.0721
47. H 0.0973
48. H 0.1238
49. C -0.0512
50. C -0.5327
51. C -0.0580
52. O -0.0848
53. H 0.0686
54. H 0.0763
55. H 0.0960
56. H 0.1463
57. H 0.0894
58. H 0.0682
59. H 0.0974
60. H 0.0670
61. C -0.1035
62. C -0.2965
63. O -0.0816
64. H 0.0558
65. H 0.0909
66. H 0.0794
67. H 0.1005
68. H 0.1092
69. H 0.0572
70. C -0.0669
71. C -0.3216
72. O -0.0883
73. H 0.0537
74. H 0.0536
75. H 0.1040
76. H 0.0957
77. H 0.0821
78. H 0.0617
79. C -0.1503
80. O -0.1482
81. H 0.0886
82. H 0.0854
83. H 0.0757
84. H 0.1156
85. C -0.1171
86. O -0.1800
87. H 0.0678
88. H 0.0853
89. H 0.0817
90. H 0.0363


Least stable: A


A:
Formula: C2H3N3
Source: the OMol25 dataset
Level of theory: ωB97M-V/def2-TZVPD

Calculated values
**LUMO energy**: 0.883 eV
**Gap between HOMO and LUMO**: 0.351 Ha

```
! RIJCOSX wB97M-V def2-TZVPD def2/J DEFGRID3
* xyz 0 1
C -0.07 1.42 0.02
C -1.10 -0.59 0.05
N -1.16 0.65 0.02
N 1.07 0.72 -0.01
N 0.95 -0.56 0.00
H 0.00 2.44 0.06
H -1.66 -1.43 -0.19
H 1.59 -1.23 0.39
*
```

Just the Löwdin charges please, in e? Sure, here they are:
1. C -0.2329
2. C 0.0803
3. N 0.0005
4. N -0.0558
5. N 0.0132
6. H 0.0689
7. H 0.0523
8. H 0.0734


B:
Formula: C2H3N3
Source: the OMol25 dataset
Level of theory: ωB97M-V/def2-TZVPD

Calculated values
**SMILES**: c1nc[nH]n1
**LUMO energy**: 0.928 eV
**Gap between HOMO and LUMO**: 0.409 Ha

```
! RIJCOSX wB97M-V def2-TZVPD def2/J DEFGRID3
* xyz 0 1
C -0.24 -0.93 0.78
N -0.80 0.30 0.90
C -0.27 0.96 -0.11
N 0.57 0.16 -0.78
N 0.60 -1.07 -0.23
H -0.45 -1.74 1.46
H -0.45 1.99 -0.38
H 1.06 0.34 -1.64
*
```

Just the Löwdin charges please, in e? Sure, here they are:
1. C -0.2456
2. N 0.0617
3. C -0.2010
4. N -0.0156
5. N 0.0394
6. H 0.0997
7. H 0.1162
8. H 0.1453


Least stable: A


A:
Formula: C2H3N3
Source: the OMol25 dataset
Level of theory: ωB97M-V/def2-TZVPD

Calculated values
**LUMO energy (alpha / beta)**: -1.535 / -1.617 eV
**Gap between HOMO and LUMO (alpha / beta)**: 0.297 / 0.289 Ha

```
! RIJCOSX wB97M-V def2-TZVPD def2/J DEFGRID3
* xyz 0 1
C -2.10 -0.42 1.62
C 1.14 0.14 -0.93
N -2.88 -1.23 1.85
N -0.30 0.72 0.91
N 0.13 0.03 0.08
H 0.93 1.03 -1.40
H 1.08 -0.69 -1.63
H 2.01 0.41 -0.51
*
```

Just the Löwdin charges please, in e? Sure, here they are:
1. C -0.2947
2. C -0.0072
3. N -0.0962
4. N 0.1970
5. N -0.0421
6. H 0.0767
7. H 0.1069
8. H 0.0597


B:
Formula: C2H3N3
Source: the OMol25 dataset
Level of theory: ωB97M-V/def2-TZVPD

Calculated values
**SMILES**: c1c[nH]nn1
**LUMO energy**: 0.890 eV
**Gap between HOMO and LUMO**: 0.407 Ha

```
! RIJCOSX wB97M-V def2-TZVPD def2/J DEFGRID3
* xyz 0 1
C -0.66 -0.28 -0.77
C 0.01 -0.69 0.33
N 0.87 0.34 0.64
N 0.72 1.33 -0.30
N -0.14 0.95 -1.16
H -1.49 -0.74 -1.27
H 0.01 -1.56 0.96
H 0.68 0.64 1.58
*
```

Just the Löwdin charges please, in e? Sure, here they are:
1. C -0.1475
2. C -0.1267
3. N -0.0299
4. N -0.0254
5. N -0.0087
6. H 0.0904
7. H 0.1088
8. H 0.1391


C:
Formula: C2H3N3
Source: the OMol25 dataset
Level of theory: ωB97M-V/def2-TZVPD

Calculated values
**SMILES**: [H]/N=N/N=C=C
**LUMO energy**: 0.287 eV
**Gap between HOMO and LUMO**: 0.363 Ha

```
! RIJCOSX wB97M-V def2-TZVPD def2/J DEFGRID3
* xyz 0 1
H -2.58 -0.60 0.03
N -1.60 -0.40 0.19
N -0.98 -1.44 -0.11
N 0.39 -1.27 0.15
C 0.69 -0.08 0.06
C 1.07 1.12 -0.23
H 0.95 1.99 0.40
H 2.06 0.68 -0.50
*
```

Just the Löwdin charges please, in e? Sure, here they are:
1. H 0.0602
2. N 0.0487
3. N -0.0734
4. N 0.0314
5. C -0.2569
6. C 0.0251
7. H 0.0699
8. H 0.0950


D:
Formula: C2H3N3
Source: the OMol25 dataset
Level of theory: ωB97M-V/def2-TZVPD

Calculated values
**SMILES**: [H]/N=C(\N)C#N
**LUMO energy**: 0.489 eV
**Gap between HOMO and LUMO**: 0.395 Ha

```
! RIJCOSX wB97M-V def2-TZVPD def2/J DEFGRID3
* xyz 0 1
H -1.54 -1.49 0.00
N -0.51 -1.50 -0.04
C 0.04 -0.32 -0.06
N -0.56 0.94 -0.10
C 1.49 -0.20 -0.01
N 2.64 -0.21 -0.05
H 0.01 1.76 0.08
H -1.56 1.01 0.18
*
```

Just the Löwdin charges please, in e? Sure, here they are:
1. H 0.0571
2. N 0.1212
3. C -0.4969
4. N 0.0970
5. C -0.1665
6. N 0.1713
7. H 0.1004
8. H 0.1164


Least stable: A


A:
Formula: C3H4I2O
Source: the OMol25 dataset
Level of theory: ωB97M-V/def2-TZVPD

Calculated values
**LUMO energy**: -0.415 eV
**Gap between HOMO and LUMO**: 0.316 Ha

```
! RIJCOSX wB97M-V def2-TZVPD def2/J DEFGRID3
* xyz 0 1
C -2.59 0.46 0.30
C -2.47 0.38 -0.91
C 1.39 -0.36 0.53
O 0.34 0.19 0.94
I 4.62 1.03 -0.47
I 1.06 -2.30 -0.46
H -3.03 0.68 1.27
H 3.24 0.06 -0.44
H -2.09 0.18 -1.86
H -0.48 -0.34 1.11
*
```

Just the Löwdin charges please, in e? Sure, here they are:
1. C -0.0154
2. C 0.0352
3. C -0.5736
4. O -0.1065
5. I 0.3082
6. I 0.5877
7. H 0.0443
8. H -0.3708
9. H 0.0140
10. H 0.0769


B:
Formula: C3H4I2O
Source: the OMol25 dataset
Level of theory: ωB97M-V/def2-TZVPD

Calculated values
**LUMO energy**: -0.438 eV
**Gap between HOMO and LUMO**: 0.311 Ha

```
! RIJCOSX wB97M-V def2-TZVPD def2/J DEFGRID3
* xyz 0 1
C 0.44 0.56 -0.16
C -0.64 -0.58 -0.08
C -1.74 0.00 -0.16
O -0.15 1.32 -1.26
I -2.66 1.85 -0.02
I -3.49 -1.59 0.16
H 1.60 0.52 -0.26
H 0.14 1.16 0.70
H -0.65 -1.73 -0.11
H 0.58 1.37 -1.88
*
```

Just the Löwdin charges please, in e? Sure, here they are:
1. C -0.2072
2. C -0.2777
3. C -1.0535
4. O -0.2676
5. I 0.9077
6. I 0.4892
7. H 0.1528
8. H 0.0711
9. H 0.1023
10. H 0.0830


Least stable: A


A:
Formula: CH5O2PS
Source: the OMol25 dataset
Level of theory: ωB97M-V/def2-TZVPD

Calculated values
**LUMO energy (alpha / beta)**: -0.590 / -2.150 eV
**Gap between HOMO and LUMO (alpha / beta)**: 0.317 / 0.194 Ha

```
! RIJCOSX wB97M-V def2-TZVPD def2/J DEFGRID3
* xyz 0 1
C 0.40 1.25 -0.23
O -2.33 -1.35 0.22
O -0.76 0.43 0.04
P -1.05 -1.08 -0.71
S 2.43 -1.74 -0.06
H 0.82 0.82 -1.12
H 1.11 1.32 0.52
H 0.18 2.23 -0.40
H -2.43 -0.60 0.84
H 1.63 -1.26 0.88
*
```

Just the Löwdin charges please, in e? Sure, here they are:
1. C -0.1471
2. O -0.3485
3. O -0.4794
4. P 0.9157
5. S 0.2128
6. H 0.0516
7. H 0.0577
8. H 0.0486
9. H 0.0655
10. H -0.3770


B:
Formula: CH5O2PS
Source: the OMol25 dataset
Level of theory: ωB97M-V/def2-TZVPD

Calculated values
**LUMO energy**: 0.648 eV
**Gap between HOMO and LUMO**: 0.348 Ha

```
! RIJCOSX wB97M-V def2-TZVPD def2/J DEFGRID3
* xyz 0 1
C -1.67 -0.04 -0.28
O -1.71 1.14 0.23
O -0.69 -0.71 -0.45
P 1.47 -0.32 0.09
S 1.26 1.64 -0.05
H -2.59 -0.64 -0.35
H -0.85 1.44 0.43
H 2.63 -0.73 0.55
H 0.68 -0.89 1.03
H 1.47 -0.90 -1.19
*
```

Just the Löwdin charges please, in e? Sure, here they are:
1. C -0.3887
2. O 0.0986
3. O -0.1529
4. P 0.3667
5. S 0.1430
6. H 0.1531
7. H -0.0648
8. H -0.1070
9. H -0.0326
10. H -0.0156


Least stable: A